The following is a DFT calculation (ωB97M-V/def2-TZVPD) of a cluster of 4 separate species, C30H74BBrN13O5P3S2 in total at a distorted geometry.

```
129
Properties=species:S:1:pos:R:3:forces:R:3:lowdin_charge:R:1
C -3.092426 3.422662 -1.341104 1.986 -0.087 0.405 0.01
C -2.004287 2.792596 -0.757164 -1.819 0.473 -0.204 -0.09
C -0.776566 3.639027 -0.258252 0.098 -0.032 -2.509 -0.29
O 0.304706 2.892381 0.285296 -1.139 -0.099 0.057 -0.16
C -0.104242 1.885410 1.231583 0.989 -1.078 1.457 -0.11
B -0.864716 2.485388 2.547702 -0.580 -0.245 -0.110 -0.50
N -0.189706 3.136619 3.662370 -1.636 0.356 -1.959 0.19
O -2.300039 2.296585 2.572101 1.428 1.041 -0.062 0.03
C -0.213035 4.430730 -1.556542 0.360 -0.051 0.526 -0.37
C 1.319238 4.193310 -1.816087 -0.086 -0.087 -1.391 -0.21
C 1.564515 2.826444 -2.596944 0.277 0.621 -0.602 -0.23
C 3.085366 2.769034 -3.119793 -1.029 -0.817 1.696 -0.47
S 3.174709 2.238822 -4.896906 -0.808 -0.258 -0.134 0.84
C 2.737365 0.476405 -4.897965 0.507 -1.041 2.057 -1.01
S 3.439978 -0.493203 -3.742933 -0.588 0.699 -1.158 0.67
N 1.807804 -0.127366 -5.804124 -0.255 -0.050 -1.365 -0.18
C 2.079413 -1.255195 -6.623770 -2.858 -0.601 -1.518 -0.06
C 0.834323 -1.515922 -7.338566 1.938 1.589 2.101 -0.11
N -0.168809 -0.573360 -6.937546 3.159 0.453 1.599 0.04
C 0.463061 0.227859 -6.038716 -0.013 -0.784 -0.989 -0.16
N -0.524784 5.896151 -1.464610 0.082 -0.787 -0.505 -0.44
Br 0.599037 6.741883 -0.218350 -0.229 0.170 0.244 0.67
H -4.150544 3.137701 -1.139959 1.055 -0.379 -1.115 0.06
H -2.836094 4.297405 -2.006075 -0.898 -0.230 1.426 0.06
H -2.098653 1.682421 -0.641076 0.128 1.237 1.024 0.11
H -1.156136 4.466515 0.422259 0.432 -1.227 -0.246 0.13
H -0.659960 1.012974 0.775053 0.433 1.100 0.260 0.11
H 0.857139 1.430822 1.633721 -0.865 0.560 -0.716 0.13
H 0.483691 3.834907 3.336348 0.177 -0.512 0.536 0.08
H -0.921426 3.598970 4.210137 0.727 -0.089 0.345 0.08
H -2.710399 3.172091 2.454164 -0.057 -0.510 0.358 0.11
H -0.751833 4.077069 -2.486765 0.489 0.414 1.077 0.14
H 1.979922 4.312358 -0.921625 -0.819 -0.378 -0.633 0.10
H 1.642680 4.999765 -2.548909 -0.459 -0.727 0.837 0.12
H 0.935691 2.802131 -3.537082 0.372 0.228 1.128 0.09
H 1.282156 1.924641 -1.995392 0.451 0.829 -0.421 0.11
H 3.610067 2.048438 -2.434930 -0.080 0.662 -1.051 0.06
H 3.544995 3.785885 -2.968709 -0.271 -1.058 -0.796 0.09
H 3.044893 -1.812909 -6.695484 -1.085 0.945 0.389 0.11
H 0.651293 -2.326375 -8.076822 0.122 0.847 0.860 0.08
H 0.068436 1.091912 -5.461156 0.071 -0.905 -0.759 0.12
H -1.483621 6.016429 -1.118769 0.518 -0.018 0.010 0.03
C 1.037873 7.322946 9.086207 0.671 -0.196 0.354 -0.14
N 0.599769 6.131693 8.387804 -1.251 0.442 0.168 -0.33
C -0.551512 5.568857 9.092526 -0.078 -0.393 -0.356 -0.14
P 1.567631 4.933394 7.621980 0.725 7.867 -2.511 0.79
O 0.608113 4.744185 6.445288 -0.236 -3.918 1.663 -0.29
N 2.807865 5.634628 6.603944 1.094 0.235 -0.650 -0.34
C 2.794563 7.055460 6.276697 -0.123 0.182 0.359 -0.14
C 3.005396 4.901578 5.346494 -0.093 -0.347 0.198 -0.15
N 2.705703 4.969902 9.002215 -0.265 -3.587 1.129 -0.30
C 3.974792 5.678007 9.046578 0.386 0.305 -0.704 -0.14
C 2.942826 3.581150 9.450207 -0.240 -0.054 0.286 -0.15
H 1.466809 7.099908 10.073065 0.046 0.047 0.057 0.08
H 0.194809 7.999834 9.242177 -0.187 -0.241 -0.073 0.08
H 1.758731 7.904477 8.518741 0.111 -0.173 -0.047 0.05
H -0.247872 5.116404 10.046504 -0.108 0.075 0.164 0.08
H -1.036486 4.796795 8.490975 0.106 0.013 -0.048 0.07
H -1.309112 6.330887 9.291720 0.169 0.071 -0.007 0.08
H 1.802712 7.393675 5.954242 -0.010 0.138 -0.005 0.09
H 3.506001 7.281930 5.477536 -0.074 -0.325 -0.051 0.08
H 3.138918 7.663961 7.112441 -0.182 0.038 0.099 0.05
H 2.252565 5.162065 4.595054 -0.041 -0.079 -0.024 0.06
H 2.958815 3.822285 5.511205 -0.064 0.062 -0.056 0.07
H 3.992018 5.120569 4.928286 -0.001 0.124 0.175 0.08
H 4.683579 5.342013 8.284958 -0.012 0.098 -0.014 0.09
H 4.447675 5.523075 10.022402 -0.384 -0.283 0.081 0.09
H 3.841797 6.756073 8.969921 -0.123 -0.062 -0.269 0.06
H 3.549081 3.027725 8.722776 0.100 -0.098 0.170 0.08
H 1.988821 3.054182 9.564010 -0.015 0.002 -0.069 0.07
H 3.438712 3.551703 10.422998 0.029 0.091 -0.075 0.08
C -3.872701 -0.387699 3.554013 -0.582 -0.223 0.437 -0.13
N -3.986431 -0.938287 2.218085 0.689 0.983 -0.468 -0.31
C -4.295442 0.144899 1.281699 0.114 -0.158 -0.491 -0.14
P -4.672186 -2.442463 1.748052 6.337 0.086 5.380 0.78
O -3.619397 -2.719084 0.671384 -3.522 0.179 -2.499 -0.29
N -4.117427 -3.770253 2.746538 0.054 -1.115 0.710 -0.34
C -3.003791 -3.597980 3.671320 -0.062 0.385 0.151 -0.14
C -3.861916 -4.999191 1.983121 -0.237 0.106 -0.258 -0.16
N -6.030093 -2.180025 2.884935 -2.905 -0.063 -2.413 -0.31
C -6.163033 -2.764878 4.208883 0.466 -0.644 0.253 -0.14
C -7.297755 -2.403439 2.159028 -0.087 0.340 -0.097 -0.15
H -4.834627 -0.024347 3.943656 -0.050 0.002 0.079 0.08
H -3.181649 0.454299 3.556302 -0.090 -0.012 -0.325 0.06
H -3.454147 -1.092795 4.267245 -0.158 -0.186 -0.069 0.05
H -5.327426 0.499770 1.417824 -0.051 0.166 0.022 0.08
H -4.187693 -0.193698 0.247757 -0.049 -0.146 0.055 0.07
H -3.613440 0.993909 1.402876 -0.165 -0.311 0.186 0.05
H -2.151219 -3.095975 3.198938 0.094 0.043 0.094 0.09
H -2.658720 -4.562145 4.055784 -0.139 -0.084 -0.299 0.08
H -3.304368 -3.052972 4.565740 0.039 0.206 -0.063 0.05
H -2.888598 -4.978967 1.482781 -0.042 -0.011 -0.109 0.08
H -4.630102 -5.152924 1.221205 0.093 0.020 0.000 0.07
H -3.885858 -5.870691 2.644095 -0.049 0.158 0.146 0.08
H -6.195066 -3.857901 4.196970 0.078 0.020 0.060 0.09
H -7.092667 -2.416914 4.672548 -0.065 0.223 -0.416 0.09
H -5.374655 -2.430966 4.881718 0.189 -0.127 -0.202 0.06
H -7.444699 -3.467354 1.934983 -0.221 0.024 0.039 0.08
H -7.288890 -1.857239 1.209140 0.051 -0.038 -0.027 0.07
H -8.156245 -2.037141 2.726818 0.087 -0.047 0.062 0.08
C 2.699759 -7.547380 -5.906549 0.031 -0.565 -0.538 -0.14
N 1.730559 -6.593157 -6.404771 -0.252 0.293 1.247 -0.33
C 0.515119 -6.689624 -5.596395 -0.270 0.419 -0.245 -0.14
P 1.415694 -6.154311 -8.036598 7.691 0.993 3.029 0.79
O 1.195489 -4.673464 -7.716728 -3.923 -0.965 -1.553 -0.29
N 2.885833 -5.826903 -8.930116 0.901 0.088 -0.942 -0.34
C 4.165956 -5.696642 -8.244855 -0.024 -0.287 0.289 -0.14
C 2.763875 -4.682542 -9.843466 -0.372 -0.072 -0.017 -0.15
N 1.525587 -7.873509 -8.521450 -3.458 -0.486 -1.428 -0.30
C 2.677458 -8.519253 -9.129452 0.645 0.440 -0.339 -0.14
C 0.335245 -8.208360 -9.331414 -0.240 -0.150 0.249 -0.15
H 2.396016 -8.588766 -6.082946 0.041 -0.079 0.006 0.08
H 2.830716 -7.423564 -4.829235 -0.265 0.175 -0.005 0.09
H 3.691404 -7.400302 -6.324917 -0.077 0.017 -0.194 0.05
H -0.026141 -7.622185 -5.807394 -0.032 -0.118 0.167 0.08
H -0.156984 -5.853787 -5.803121 0.081 0.006 -0.079 0.07
H 0.742121 -6.650248 -4.528309 0.137 -0.061 -0.101 0.08
H 4.098690 -5.039076 -7.369853 0.111 -0.011 0.088 0.09
H 4.931293 -5.293056 -8.913903 -0.287 0.117 -0.133 0.08
H 4.564071 -6.666642 -7.948381 -0.084 -0.019 0.198 0.05
H 2.876431 -3.725500 -9.323214 -0.094 0.053 -0.031 0.07
H 1.791947 -4.683000 -10.343268 0.045 0.055 0.059 0.07
H 3.527067 -4.735410 -10.625168 0.043 -0.176 0.112 0.08
H 2.961253 -8.080796 -10.090037 0.082 0.007 0.057 0.09
H 2.453981 -9.576752 -9.307547 -0.435 0.117 0.173 0.09
H 3.538815 -8.525296 -8.463243 -0.022 0.302 -0.012 0.06
H 0.380540 -7.732570 -10.318731 -0.090 -0.183 -0.087 0.08
H -0.572927 -7.856566 -8.829218 0.017 0.067 -0.007 0.08
H 0.227587 -9.287661 -9.460720 0.111 0.044 0.004 0.08
```
Forces are in eV/Å.

Computed properties:
- LUMO energy: -1.18 eV
- Kohn-Sham gap: 0.246 Eh
- SMILES: C=C[C@@H](OCB(N)O)[C@H](CCCSC(=S)n1ccnc1)NBr.CN(C)P(=O)(N(C)C)N(C)C.CN(C)P(=O)(N(C)C)N(C)C.CN(C)P(=O)(N(C)C)N(C)C
- Energy above the lowest of the compared OMol25 structures with the same formula, charge and spin: 6.627 eV